80
Properties=species:S:1:pos:R:3:forces:R:3 method="wB97M-V/def2-TZVPD" e_above_lowest_kj_mol=0.0 homo_lumo_gap_ev=8.9
C 0.647515 2.229538 -5.732407 0.019 0.251 0.109
C 0.093897 3.449448 -5.005277 -0.214 -0.108 -0.087
C -1.201134 3.162182 -4.245219 0.315 -0.009 0.160
C -1.021391 2.133287 -3.130429 -0.384 0.189 -0.093
C -2.264800 2.070343 -2.249357 -0.020 0.056 -0.354
N -2.176617 1.061619 -1.198067 0.626 0.368 0.072
C -3.214216 0.205935 -1.040254 -0.038 -0.359 0.384
O -4.095767 0.087941 -1.867869 -0.295 -0.081 -0.067
C -3.239494 -0.636348 0.232141 -0.152 -0.060 -0.168
C -3.468130 -2.110426 -0.139509 0.051 0.095 -0.033
C -2.137373 -2.655832 -0.573942 -0.363 0.095 -0.029
O -1.497357 -2.267563 -1.515524 0.022 -0.100 -0.094
O -1.692020 -3.583552 0.290026 -0.096 -0.327 0.220
C -0.318094 -3.954393 0.191421 0.351 0.100 -0.332
C 0.551886 -2.909597 0.906506 -0.308 -0.252 -0.353
O 1.385461 -2.292933 0.255932 0.364 -0.102 -0.212
N 0.315038 -2.666379 2.204495 -0.087 0.285 0.102
C 1.072474 -1.572610 2.819165 0.275 0.479 0.008
C 2.347393 -2.050291 3.513966 -0.170 0.062 -0.172
C 0.176424 -0.733723 3.729864 0.085 -0.181 0.055
C -0.575787 -1.596879 4.732434 -0.134 0.101 -0.207
C -1.414730 -2.608295 3.963098 0.146 -0.076 -0.015
C -0.569042 -3.483050 3.029744 -0.274 -0.434 0.204
C 0.205497 -4.564681 3.791243 -0.171 0.136 -0.100
C -1.155376 1.283427 -0.232013 -0.212 -0.138 -0.140
C 0.094074 0.718714 -0.400506 -0.493 0.160 -0.151
N 0.357269 -0.142794 -1.410457 0.061 0.157 0.097
N 1.130829 1.069910 0.433199 0.029 -0.230 -0.044
C 2.507708 0.712727 0.107639 0.551 -0.124 -0.273
C 2.997677 1.416437 -1.158543 -0.125 0.242 0.276
C 2.907166 2.937580 -1.051703 0.145 -0.157 -0.209
C 3.500385 3.615296 -2.280319 -0.132 0.004 0.224
C 0.941807 1.885496 1.537321 -0.237 -0.049 0.088
O 1.832474 2.147628 2.315748 0.242 0.139 0.223
N -0.330562 2.349607 1.707784 -0.209 0.327 0.237
C -1.434001 2.163488 0.864280 0.411 -0.203 -0.063
O -2.495371 2.692870 1.127335 -0.197 0.051 0.009
H -0.106035 1.808042 -6.393717 -0.069 -0.108 -0.100
H 1.511850 2.507592 -6.331743 0.089 -0.065 -0.072
H 0.956160 1.461410 -5.028157 0.050 -0.152 0.039
H -0.100170 4.238866 -5.735068 0.065 0.065 0.032
H 0.843476 3.826987 -4.305692 0.021 0.094 0.018
H -1.562324 4.096775 -3.808956 -0.100 0.028 -0.009
H -1.962079 2.808649 -4.943620 -0.102 0.029 -0.041
H -0.838517 1.149091 -3.560989 0.080 -0.054 0.019
H -0.154677 2.409475 -2.525856 0.126 -0.046 0.011
H -2.437297 3.044290 -1.776593 -0.023 -0.040 -0.028
H -3.139303 1.811873 -2.849366 0.096 0.124 0.056
H -2.327763 -0.513506 0.817866 -0.086 -0.013 0.064
H -4.083817 -0.275196 0.822061 0.058 0.032 -0.008
H -4.179043 -2.139771 -0.967653 0.055 -0.063 0.044
H -3.845169 -2.687141 0.703688 0.006 0.042 -0.052
H -0.011149 -3.969152 -0.858996 0.013 -0.013 0.294
H -0.217502 -4.949545 0.626283 -0.076 0.086 0.004
H 1.390842 -0.942458 1.984470 -0.091 -0.143 0.181
H 2.894691 -2.723557 2.858865 0.093 -0.072 -0.034
H 2.974640 -1.187213 3.721080 0.094 0.080 0.054
H 2.145157 -2.557705 4.451087 0.015 -0.077 0.133
H -0.551433 -0.196068 3.115827 -0.019 0.063 -0.032
H 0.796863 0.007862 4.233032 0.020 0.074 -0.037
H 0.120693 -2.102132 5.401333 0.032 -0.019 0.108
H -1.225904 -0.971871 5.346082 0.032 -0.034 0.074
H -2.150214 -2.066669 3.363284 -0.069 0.003 -0.026
H -1.957031 -3.261623 4.647826 -0.066 -0.039 -0.034
H -1.266741 -3.990791 2.362492 0.145 0.114 0.122
H 0.924726 -5.048790 3.134459 0.082 -0.078 -0.032
H 0.738551 -4.159606 4.644331 0.104 0.008 0.108
H -0.491153 -5.316446 4.154110 -0.054 -0.091 0.074
H 1.081150 -0.829089 -1.242322 -0.086 -0.017 0.052
H -0.464593 -0.533968 -1.855687 0.089 0.066 0.116
H 3.103163 1.037246 0.964120 -0.101 -0.159 -0.144
H 2.598610 -0.371271 0.009519 -0.036 0.100 0.145
H 2.420367 1.081327 -2.021607 0.095 -0.021 -0.057
H 4.037859 1.125948 -1.315989 0.048 -0.063 -0.042
H 3.434743 3.271455 -0.155968 -0.053 0.028 0.082
H 1.860793 3.235464 -0.946907 -0.039 0.033 0.071
H 2.991055 3.282885 -3.182554 -0.030 -0.009 -0.146
H 3.401775 4.695514 -2.206840 0.028 0.115 -0.081
H 4.556359 3.373252 -2.376936 0.125 -0.005 -0.060
H -0.475317 2.955437 2.507453 0.058 -0.113 -0.136